Entry 1:
132
Properties=species:S:1:pos:R:3 method="wB97M-V/def2-TZVPD" smiles="CNC(C)=O.CNC(C)=O.CNC(C)=O.CNC(C)=O.CNC(C)=O.CNC(C)=O.CNC(C)=O.CNC(C)=O.CNC(C)=O.CNC(C)=O.CNC(C)=O" e_lumo_ev=0.067 energy_ev=-74388.011 homo_energy_ev=-8.73 gap_ev=8.796 max_force_ev_per_a=4.36
H -2.43278 -1.70008 3.67582
H 2.28341 -1.74668 4.23432
H 6.46861 -0.68652 1.93658
H -2.75012 0.25382 2.82162
O -5.33787 -3.03702 2.64668
H -0.51850 8.51478 0.87087
H 8.15408 -2.36062 2.03388
O -1.58237 2.45597 3.01391
H 0.25016 3.65980 -4.68400
C -5.27570 2.51787 -2.98690
H -3.12393 -2.17821 0.19948
C 1.97041 -2.71612 4.62203
O 0.36461 7.20733 3.27708
H -6.18862 1.93343 -2.87239
H -1.21264 6.92467 0.50777
H 1.63619 6.84090 -2.93954
H 3.24549 0.33064 -6.15177
H 4.21757 -0.15622 2.96462
H -2.03868 0.65213 -1.17424
H 2.30559 -2.64142 5.65652
H 3.60469 -1.46683 1.93217
H -4.12565 -0.01814 1.59514
H 2.10746 -0.95533 -5.84430
H -2.66143 4.78565 2.42987
H 0.77170 -2.36514 -4.04173
H 1.28941 4.18304 2.74785
H -5.09450 -3.79450 -0.42812
N -1.26503 5.40649 -2.67180
H 1.84473 -3.99811 1.71140
H -1.51625 3.73184 -1.38423
H -1.63671 5.59215 -3.59239
N 5.69988 -1.30781 2.14431
H -2.65715 -3.93760 0.22825
C -4.18331 1.78062 -2.18575
H 0.20885 7.80972 -2.99751
H -2.94800 -3.11526 1.69032
H 0.30009 -8.24483 1.55779
C 5.97728 -2.63047 2.32147
C -2.10147 4.43848 -1.97269
H -0.30436 -7.82601 -0.08549
H -3.57976 2.17810 0.68705
C 2.44948 -4.86603 1.44855
H -3.29482 1.07531 -3.88405
H -2.83123 4.91240 -1.31623
C -1.81452 -2.47522 4.12860
O 0.93725 1.97383 -6.41690
H -0.68644 -2.32727 0.91115
H -5.45725 3.54087 -2.65733
C -0.37529 -2.06584 4.08640
C 7.43184 -3.05044 2.47047
H 3.38787 -0.61988 -4.67347
C 4.22081 -2.39249 -1.21793
N -3.05236 1.85402 1.48512
N -4.74356 -3.41717 0.44054
H 2.57184 -3.51885 4.19541
O 5.12280 -3.46964 2.44808
H 1.93210 -1.69521 -2.15469
H 2.83154 -4.55688 0.47563
H 3.95296 -1.34920 -1.05085
H -2.38088 -0.78641 -2.10087
H 4.21862 -0.00114 1.20861
C 4.37173 -0.69884 2.03194
C 2.67796 -0.16159 -5.36201
H -2.49684 3.77554 -2.74230
C 3.48295 -2.97662 -2.35264
H 0.95826 -2.38006 0.43495
C -2.18724 0.28264 -2.18888
C -7.08492 -3.56836 1.19205
N 0.53303 -2.94484 4.51963
H 2.38947 5.58527 2.91785
C -0.10932 5.89534 -2.30054
H -1.91524 -3.42894 3.61055
H 0.73665 -3.85332 -2.96057
H -0.26864 -2.12741 -0.79359
C 1.01917 1.71620 -5.22369
H -7.25633 -4.64012 1.09182
H 1.78189 0.75627 -3.64087
C -0.90450 7.59494 1.31020
H 0.71135 2.31649 -0.60931
C 0.27488 2.65163 -4.27039
H -1.20913 -7.53026 1.38578
H 2.31997 1.87359 -0.08028
H -1.62054 4.47879 1.00984
H 0.50215 6.46171 -4.24523
H -5.18005 2.58286 -4.07075
O 3.98702 -3.85352 -3.01894
H 3.26731 -4.94129 2.16521
C 1.26042 1.67187 0.07704
C 1.33286 -3.16697 -3.56186
C -2.46820 4.11645 1.59146
H 4.08951 -2.93747 -0.28313
H 0.57452 5.61881 0.60714
O -4.17576 1.93253 -0.95406
C 0.35221 -6.08342 1.17269
H -2.40710 -0.03268 1.15414
O 0.43676 5.51559 -1.21836
O 1.46946 -0.18779 -1.38694
C 0.02149 -1.86439 0.22364
H -3.27657 4.28432 0.87980
H -2.08324 -2.56611 5.18104
C 0.10549 6.83544 2.19103
C -3.14862 0.41002 1.81918
N 2.30109 -2.48856 -2.65921
H -7.70835 -3.19443 2.00422
C -3.28527 -3.15542 0.65459
O -0.04963 -1.03723 3.56806
C 0.91080 0.25764 -0.39566
N 0.74118 5.83019 1.58061
H 0.87989 1.87809 1.07743
H 0.67475 2.67787 -3.25672
C 0.58209 6.80900 -3.21513
N 0.15714 -0.40743 0.44417
H 2.43001 4.55605 1.50459
C 1.76133 5.01845 2.23065
H 0.12393 -0.09982 1.40562
H -0.78772 2.42520 -4.18257
C -5.62439 -3.33644 1.47482
H 7.47333 -3.97615 1.89650
N 1.78129 0.77183 -4.65075
H -1.26475 0.46316 -2.74072
N 1.68355 -6.07099 1.37077
C -2.31995 2.74525 2.09745
C -0.21064 -7.49811 0.94978
N -3.28673 1.05503 -2.87428
H 5.30430 -2.41150 -1.33530
H -1.76315 7.90125 1.90769
H 7.64726 -3.33060 3.50158
H -7.34689 -3.09594 0.24532
H 2.13824 -6.97252 1.34620
H 1.80589 -3.77769 -4.33086
H 0.19524 -3.89054 4.62759
O -0.39365 -5.13780 1.13106

---

Entry 2:
13
Properties=species:S:1:pos:R:3 method="wB97M-V/def2-TZVPD" e_lumo_ev=-0.824 energy_ev=-87839.653 homo_energy_ev=-7.89 gap_ev=7.064 max_force_ev_per_a=2.87
H -1.46662 -3.19654 -0.23502
H -1.76038 -1.85240 0.95476
C -1.39905 -2.05403 -0.02874
C 1.68191 1.02571 0.55918
H -0.42062 1.98958 1.21612
Cl 1.18346 -2.59180 -0.06595
C 0.95050 1.85662 -0.31693
C -0.07780 2.46098 0.33130
C -0.03263 -1.45714 -0.27443
H 1.09343 2.08623 -1.41086
H -0.73935 3.21119 -0.10901
Br 3.16984 0.11502 -0.03772
H -2.18269 -1.59342 -0.58270

---

Entry 3:
14
Properties=species:S:1:pos:R:3 method="wB97M-V/def2-TZVPD" e_lumo_ev="-0.937 / -0.939" energy_ev=-10306.829 homo_energy_ev="-8.34 / -8.34" gap_ev="7.408 / 7.404" max_force_ev_per_a=4.13
H -3.13698 -0.54519 0.58439
N 0.12776 0.42841 0.23782
H 1.89801 0.50125 -0.40359
H 1.56783 -1.03796 0.42200
H -0.49733 2.32073 0.93074
O -2.31639 1.36752 1.20803
C 1.54691 2.22495 1.00904
N 2.56617 2.76156 1.06967
H 0.95386 -0.71173 -1.19234
C -2.27308 0.26068 0.68363
C -1.06493 -0.25873 0.10987
C 1.24800 -0.35291 -0.27978
H -1.12034 -1.26645 -0.35459
C 0.30206 1.69476 0.65263

---

Entry 4:
17
Properties=species:S:1:pos:R:3 method="wB97M-V/def2-TZVPD" smiles=OC[C@H]1CCCO1 e_lumo_ev=0.970 energy_ev=-9440.964 homo_energy_ev=-9.71 gap_ev=10.678 max_force_ev_per_a=2.35
H -0.36312 -0.70446 1.42245
C -0.72443 -0.78591 0.38845
H 1.89106 -0.64662 1.02874
C 1.75601 -0.87680 -0.04192
O 0.35579 1.16495 -0.45002
H -2.48445 0.62553 0.94018
C -1.01233 1.51103 0.15781
H -2.38354 0.04797 -0.76673
H -1.00873 -1.82541 0.19192
H 2.85011 0.45495 -0.86369
H -1.60393 2.32823 -0.29967
H 0.29267 -0.57403 -1.58160
H -0.75729 1.76932 1.18666
H 1.67422 -1.97250 -0.13430
O 2.88850 -0.50665 -0.79162
C 0.43311 -0.26351 -0.52973
C -1.80366 0.25390 0.14306

---

Entry 5:
15
Properties=species:S:1:pos:R:3 method="wB97M-V/def2-TZVPD" total_charge=+1 e_lumo_ev="-7.887 / -8.346" energy_ev=-59877.422 homo_energy_ev="-10.69 / -10.69" gap_ev="2.800 / 2.341" spin_multiplicity=3 max_force_ev_per_a=2.96
H 1.14511 0.48741 2.77705
H -1.21620 0.20125 -0.09852
O 0.21322 0.91531 1.17664
H -1.07587 -0.68471 1.46978
C 0.59123 -1.02346 0.17680
H 2.67381 -0.98238 0.71461
C 1.71253 -0.85178 1.21158
H 0.91426 -0.64375 -0.79252
Cl -4.58813 2.03526 -4.56581
H 0.24956 -2.05821 0.15132
Ni -5.54737 2.44972 -8.29359
C -0.54141 -0.16174 0.67672
C 1.51041 0.54668 1.75180
H 2.28423 1.29361 1.57465
H 1.67456 -1.52318 2.06942

---

Entry 6:
37
Properties=species:S:1:pos:R:3 method="wB97M-V/def2-TZVPD" total_charge=+1 e_lumo_ev="-5.156 / -5.156" energy_ev=-24112.197 homo_energy_ev="-11.75 / -11.75" gap_ev="6.598 / 6.598" max_force_ev_per_a=4.17
H 2.65584 -2.64195 1.52922
H -2.61368 0.41086 -1.48563
C 3.33260 -1.74423 1.22714
H 0.12569 -0.16043 1.04926
N -0.49738 0.18888 0.38785
H 0.75261 2.29760 1.27784
H -3.07105 -1.38628 -1.35564
H -0.67794 2.95400 0.64013
C 1.14277 3.61464 -0.33506
H -0.87226 1.31802 -1.20621
C 0.33225 2.58808 0.33209
H -1.68508 -0.79545 -1.99645
H -0.71337 -2.60856 -0.29738
H 1.11236 -2.33988 -0.85778
C -2.34264 -0.56537 -1.21071
H 0.95578 0.03765 -1.88192
S 2.53764 0.55386 -0.10173
H -2.31292 -2.59997 0.35186
C -0.01608 1.21255 -0.47676
H -3.12246 -1.04035 1.54983
H 1.79400 1.61620 -1.99926
H -2.01854 0.09023 2.13659
H 1.94943 -1.59789 -1.95701
C 2.06144 -1.96577 -0.98039
C -1.40066 -2.06455 0.43538
C -2.67434 -0.13888 1.35207
H 2.74549 -2.80734 -0.98230
H 1.26073 4.43522 0.29006
C 2.59806 -1.10021 0.14351
H -3.32548 0.64444 1.00215
H 3.49473 -1.08630 2.11580
H 2.21779 3.21651 -0.57106
H 4.13956 -2.24040 0.82979
H 0.73714 3.92820 -1.25891
C 1.28942 0.90215 -1.26613
H -1.00444 -2.13725 1.50124
C -1.74034 -0.64112 0.18215

---

Entry 7:
11
Properties=species:S:1:pos:R:3 method="wB97M-V/def2-TZVPD" smiles=Cc1ccon1 e_lumo_ev=0.991 energy_ev=-7763.034 homo_energy_ev=-9.64 gap_ev=10.627 max_force_ev_per_a=3.90
H 0.12133 -0.65661 2.29856
O 0.90000 1.46086 -1.27711
N 1.27037 0.68521 -0.28092
C 0.35550 -0.05681 0.20637
C -1.09786 0.24610 -0.66793
H -0.01636 -1.95583 1.10455
H -2.00187 -0.31977 -0.37518
H -0.94594 1.84051 -2.39015
C 0.53839 -1.04997 1.36162
H 1.57475 -1.36099 1.58310
C -0.74899 1.16279 -1.55869